No. 1
Here is a structure of composition C72H74Cl2CsN14O3P2S at a distorted geometry from OMol25. Energies are from ωB97M-V/def2-TZVPD.

Last column: Löwdin charge in e.
Geometry (Å):
Cs: -0.41 0.59 0.41  0.814
C: -0.30 -2.57 -5.12  -0.055
C: -0.71 -1.84 -3.86  -0.294
N: -0.41 -2.23 -2.67  0.066
N: 0.30 -3.37 -2.58  0.023
C: 0.55 -3.67 -1.31  -0.490
O: 0.27 -3.04 -0.26  -0.091
C: 1.34 -4.97 -1.15  -0.137
C: 1.74 -5.35 0.13  -0.043
C: 2.49 -6.50 0.33  -0.098
C: 2.86 -7.29 -0.76  -0.117
C: 2.46 -6.92 -2.04  -0.100
C: 1.70 -5.77 -2.23  -0.038
C: -1.57 -0.63 -3.99  -0.246
C: -1.97 -0.15 -5.24  -0.047
C: -2.81 0.95 -5.31  -0.099
C: -3.26 1.54 -4.14  -0.070
C: -2.82 0.99 -2.94  -0.137
N: -1.99 -0.04 -2.86  0.127
H: 0.30 -3.43 -4.83  0.045
H: 0.30 -1.92 -5.77  0.072
H: -1.17 -2.90 -5.69  0.075
H: 1.43 -4.73 0.96  0.084
H: 2.80 -6.79 1.33  0.094
H: 3.45 -8.19 -0.61  0.090
H: 2.73 -7.53 -2.89  0.092
H: 1.39 -5.46 -3.22  0.095
H: -1.62 -0.62 -6.15  0.098
H: -3.11 1.35 -6.28  0.082
H: -3.94 2.38 -4.15  0.092
H: -3.16 1.39 -1.99  0.085
C: 3.58 -1.41 3.53  -0.266
P: 2.21 -0.25 3.12  1.020
C: 1.26 -0.38 4.73  -0.388
N: 1.91 -0.22 5.86  0.130
C: 1.21 -0.20 7.02  -0.210
C: 1.88 0.04 8.24  -0.018
C: 1.17 0.11 9.40  -0.088
C: -0.24 -0.06 9.40  -0.086
C: -0.91 -0.29 8.23  -0.015
C: -0.19 -0.36 7.01  -0.225
N: -0.84 -0.62 5.85  0.112
C: -0.16 -0.65 4.73  -0.436
P: -1.03 -1.11 3.15  0.931
C: -2.75 -0.62 3.60  -0.263
C: -1.05 -2.98 3.38  -0.705
C: 0.41 -3.44 3.25  -0.112
C: -1.63 -3.49 4.69  -0.094
C: -1.84 -3.56 2.20  -0.102
C: 3.08 1.43 3.32  -0.706
C: 4.15 1.43 2.23  -0.117
C: 2.01 2.49 3.01  -0.116
C: 3.74 1.77 4.65  -0.099
H: 3.94 -1.26 4.55  0.030
H: 4.40 -1.26 2.82  0.027
H: 3.22 -2.43 3.42  0.023
H: 2.96 0.17 8.22  0.111
H: 1.68 0.30 10.34  0.097
H: -0.79 -0.01 10.33  0.098
H: -1.98 -0.43 8.19  0.114
H: -3.01 -0.89 4.62  0.029
H: -3.44 -1.08 2.89  0.031
H: -2.84 0.46 3.48  0.015
H: 1.02 -3.07 4.08  0.066
H: 0.84 -3.09 2.30  0.052
H: 0.46 -4.54 3.26  0.088
H: -1.12 -3.09 5.56  0.063
H: -1.54 -4.58 4.72  0.082
H: -2.69 -3.24 4.78  0.077
H: -1.38 -3.28 1.25  0.045
H: -2.88 -3.22 2.21  0.069
H: -1.84 -4.65 2.27  0.091
H: 3.76 0.99 1.32  0.031
H: 5.03 0.86 2.54  0.078
H: 4.46 2.46 2.01  0.090
H: 1.56 2.35 2.03  0.038
H: 2.45 3.49 3.04  0.089
H: 1.21 2.45 3.76  0.011
H: 4.46 1.01 4.96  0.071
H: 3.02 1.90 5.46  0.064
H: 4.28 2.72 4.53  0.084
C: 4.51 -2.89 -0.40  -0.030
C: 3.38 -2.09 -0.16  -0.105
N: 3.32 -0.80 -0.43  0.149
C: 4.42 -0.22 -0.96  -0.163
C: 5.60 -0.92 -1.23  -0.153
C: 5.62 -2.29 -0.94  -0.021
C: 6.74 -0.22 -1.76  -0.036
C: 6.71 1.11 -1.97  -0.040
C: 5.53 1.87 -1.67  -0.155
C: 5.47 3.27 -1.78  -0.029
C: 4.33 3.94 -1.43  -0.049
C: 3.22 3.18 -1.00  -0.128
N: 3.23 1.87 -0.91  0.141
C: 4.38 1.22 -1.20  -0.166
H: 4.49 -3.94 -0.17  0.103
H: 2.47 -2.52 0.26  0.087
H: 6.52 -2.87 -1.13  0.112
H: 7.64 -0.79 -1.97  0.109
H: 7.58 1.63 -2.36  0.108
H: 6.35 3.81 -2.13  0.111
H: 4.27 5.02 -1.48  0.100
H: 2.29 3.67 -0.74  0.090
C: -4.82 6.81 -3.19  -0.047
C: -4.21 5.95 -2.11  -0.268
C: -3.36 4.90 -2.44  -0.033
C: -2.83 4.08 -1.45  -0.069
C: -3.13 4.32 -0.12  -0.261
C: -3.97 5.38 0.23  -0.051
C: -4.49 6.19 -0.77  -0.042
S: -2.46 3.25 1.13  0.501
O: -3.06 3.70 2.37  -0.342
O: -1.01 3.40 1.06  -0.460
N: -2.78 1.79 0.71  -0.334
C: -4.07 1.26 0.72  -0.278
C: -5.24 1.94 1.05  -0.026
C: -6.50 1.31 1.01  -0.091
C: -6.63 0.01 0.64  -0.068
C: -5.47 -0.73 0.29  -0.167
C: -5.53 -2.08 -0.12  -0.026
C: -4.39 -2.73 -0.49  -0.049
C: -3.16 -2.03 -0.44  -0.150
N: -3.07 -0.79 -0.03  0.053
C: -4.20 -0.12 0.32  -0.189
H: -4.34 6.64 -4.15  0.050
H: -4.74 7.87 -2.94  0.078
H: -5.88 6.58 -3.31  0.083
H: -3.11 4.71 -3.48  0.103
H: -2.16 3.27 -1.71  0.086
H: -4.19 5.54 1.27  0.110
H: -5.14 7.02 -0.50  0.110
H: -5.17 2.97 1.37  0.087
H: -7.38 1.89 1.28  0.097
H: -7.60 -0.47 0.61  0.100
H: -6.49 -2.59 -0.14  0.109
H: -4.40 -3.77 -0.81  0.103
H: -2.23 -2.50 -0.76  0.090
C: 0.80 1.82 -4.13  0.013
C: 0.54 3.15 -3.49  -0.335
N: 0.37 3.35 -2.22  0.116
C: 0.18 4.71 -2.06  -0.145
C: 0.24 5.34 -3.26  -0.059
N: 0.47 4.33 -4.19  -0.018
C: 0.53 4.50 -5.61  -0.069
N: -0.77 4.65 -6.23  -0.039
N: -1.41 3.56 -6.71  0.076
N: -2.57 3.89 -7.12  0.082
C: -2.73 5.25 -6.90  -0.230
C: -3.81 6.09 -7.19  -0.017
C: -3.67 7.42 -6.88  -0.099
C: -2.49 7.92 -6.29  -0.087
C: -1.42 7.10 -6.00  -0.016
C: -1.57 5.74 -6.32  -0.177
H: 0.78 1.06 -3.36  0.086
H: 1.78 1.80 -4.62  0.087
H: 0.04 1.58 -4.87  0.065
H: -0.01 5.13 -1.08  0.110
H: 0.12 6.37 -3.54  0.102
H: 0.98 3.61 -6.05  0.130
H: 1.14 5.37 -5.85  0.139
H: -4.72 5.69 -7.63  0.115
H: -4.48 8.11 -7.08  0.102
H: -2.42 8.97 -6.06  0.104
H: -0.51 7.49 -5.56  0.102
Cl: -1.07 2.46 4.85  0.616
C: -1.01 4.13 4.24  -0.983
Cl: 0.19 5.11 5.13  0.491
H: -1.99 4.57 4.38  0.017
H: -0.74 4.10 3.20  -0.013

Results
- Net charge: -1
- HOMO level: -4.5 eV
- Maximum force: 2.34 eV Å⁻¹

---

No. 2
Here is a cluster of 13 separate species, C72H80N10O26 in total at a distorted geometry from OMol25. Energies are from ωB97M-V/def2-TZVPD.

Last column: Löwdin charge in e.
Geometry (Å):
C: -17.96 10.17 -16.27  -0.092
C: -18.51 8.95 -16.22  -0.062
C: -17.75 7.86 -16.74  0.004
C: -16.56 8.14 -17.37  -0.131
C: -16.03 9.44 -17.46  -0.003
C: -16.76 10.45 -16.91  -0.058
N: -15.68 7.05 -17.92  -0.296
O: -15.76 5.92 -17.52  0.073
O: -14.96 7.30 -18.89  0.043
H: -18.42 11.02 -15.79  0.117
H: -19.52 8.78 -15.86  0.084
H: -18.12 6.86 -16.65  0.108
H: -15.11 9.58 -17.99  0.120
H: -16.40 11.46 -16.77  0.115
C: -21.12 6.95 -14.41  -0.067
C: -21.68 8.24 -14.47  -0.044
C: -22.12 8.69 -15.74  -0.025
C: -22.25 7.85 -16.84  -0.138
C: -21.66 6.58 -16.75  -0.008
C: -21.04 6.17 -15.57  -0.052
N: -22.91 8.37 -18.09  -0.276
O: -23.68 9.39 -17.96  0.034
O: -22.56 7.92 -19.20  0.063
H: -20.71 6.54 -13.50  0.088
H: -21.83 8.86 -13.60  0.110
H: -22.58 9.65 -15.89  0.113
H: -21.71 5.95 -17.63  0.091
H: -20.54 5.21 -15.49  0.093
C: -13.66 3.46 -20.64  -0.062
C: -13.54 2.12 -20.33  -0.082
C: -13.40 1.70 -19.00  -0.004
C: -13.39 2.65 -17.94  -0.112
C: -13.43 4.02 -18.28  0.001
C: -13.60 4.42 -19.61  -0.059
N: -13.31 2.13 -16.55  -0.321
O: -13.57 0.96 -16.26  0.073
O: -13.07 2.95 -15.71  0.074
H: -13.78 3.81 -21.66  0.104
H: -13.45 1.38 -21.12  0.110
H: -13.26 0.64 -18.85  0.112
H: -13.53 4.73 -17.47  0.097
H: -13.67 5.47 -19.84  0.086
C: -18.29 1.14 -21.65  -0.051
C: -18.54 -0.17 -22.16  -0.053
C: -17.73 -1.22 -21.74  -0.018
C: -16.72 -1.02 -20.75  -0.112
C: -16.52 0.29 -20.28  -0.007
C: -17.27 1.39 -20.74  -0.062
N: -16.00 -2.19 -20.14  -0.348
O: -14.91 -1.99 -19.64  0.067
O: -16.56 -3.26 -20.07  0.083
H: -18.85 2.01 -21.97  0.082
H: -19.26 -0.40 -22.93  0.107
H: -17.88 -2.22 -22.10  0.112
H: -15.79 0.43 -19.49  0.095
H: -17.06 2.42 -20.48  0.090
C: -23.24 1.27 -15.54  -0.051
C: -23.99 1.90 -14.52  -0.038
C: -23.39 2.72 -13.54  0.009
C: -22.00 2.85 -13.61  -0.092
C: -21.24 2.15 -14.63  -0.008
C: -21.86 1.44 -15.56  -0.105
N: -21.23 3.72 -12.64  -0.341
O: -21.72 3.95 -11.55  0.073
O: -20.19 4.20 -13.00  0.036
H: -23.67 0.68 -16.34  0.107
H: -25.05 1.68 -14.48  0.107
H: -23.95 3.22 -12.76  0.116
H: -20.17 2.26 -14.76  0.103
H: -21.29 0.96 -16.34  0.097
C: -16.19 6.35 -10.00  -0.099
C: -16.73 5.17 -10.44  -0.056
C: -15.91 4.21 -11.10  0.001
C: -14.55 4.47 -11.22  -0.118
C: -14.03 5.72 -10.76  0.012
C: -14.89 6.67 -10.23  -0.082
N: -13.65 3.51 -11.95  -0.315
O: -14.17 2.43 -12.24  0.055
O: -12.52 3.88 -12.23  0.082
H: -16.81 7.16 -9.63  0.114
H: -17.78 5.01 -10.22  0.098
H: -16.33 3.27 -11.42  0.100
H: -12.97 5.93 -10.84  0.114
H: -14.48 7.62 -9.92  0.113
C: -15.87 5.17 -14.32  -0.087
C: -14.74 5.97 -14.34  -0.066
C: -14.81 7.30 -13.94  0.001
C: -16.05 7.87 -13.53  -0.100
C: -17.19 7.00 -13.52  -0.002
C: -17.10 5.67 -13.95  -0.065
N: -16.09 9.32 -13.10  -0.333
O: -15.03 9.95 -13.07  0.065
O: -17.20 9.80 -12.97  0.061
H: -15.70 4.18 -14.72  0.085
H: -13.77 5.55 -14.56  0.109
H: -13.91 7.87 -13.78  0.114
H: -18.16 7.39 -13.25  0.104
H: -17.91 4.98 -13.80  0.095
C: -18.14 2.48 -9.06  -0.098
C: -17.05 1.57 -9.05  -0.044
C: -16.83 0.70 -10.13  -0.001
C: -17.79 0.69 -11.17  -0.116
C: -18.93 1.53 -11.10  0.018
C: -19.05 2.45 -10.04  -0.094
N: -17.75 -0.38 -12.22  -0.338
O: -18.69 -0.54 -12.96  0.065
O: -16.66 -0.90 -12.39  0.074
H: -18.39 3.18 -8.28  0.115
H: -16.24 1.63 -8.35  0.108
H: -16.02 -0.01 -10.15  0.118
H: -19.71 1.29 -11.81  0.103
H: -19.91 3.10 -10.01  0.096
C: -24.74 4.24 -18.11  -0.069
C: -25.38 3.88 -19.30  -0.050
C: -24.70 3.05 -20.19  0.002
C: -23.42 2.58 -19.89  -0.138
C: -22.86 2.91 -18.69  -0.009
C: -23.52 3.73 -17.76  -0.074
N: -22.66 1.72 -20.83  -0.307
O: -23.23 1.45 -21.90  0.078
O: -21.57 1.35 -20.40  0.047
H: -25.15 5.05 -17.52  0.110
H: -26.38 4.24 -19.42  0.109
H: -25.17 2.81 -21.13  0.116
H: -21.83 2.65 -18.48  0.105
H: -23.09 3.92 -16.79  0.099
C: -19.57 -1.38 -17.86  -0.070
C: -20.88 -1.26 -18.31  -0.056
C: -21.90 -1.54 -17.38  -0.026
C: -21.65 -1.91 -16.03  -0.129
C: -20.33 -1.81 -15.59  -0.002
C: -19.28 -1.65 -16.53  -0.038
N: -22.79 -2.32 -15.11  -0.288
O: -22.48 -2.63 -13.92  0.042
O: -23.94 -2.15 -15.53  0.053
H: -18.79 -1.28 -18.60  0.097
H: -21.13 -0.97 -19.32  0.094
H: -22.88 -1.56 -17.83  0.110
H: -20.08 -2.02 -14.55  0.099
H: -18.25 -1.64 -16.21  0.109
C: -16.64 1.37 -15.04  -0.103
O: -16.62 1.45 -16.43  -0.209
C: -17.14 2.62 -17.01  -0.146
C: -18.64 2.31 -17.41  -0.165
O: -19.47 3.44 -17.46  -0.217
C: -19.18 4.38 -18.51  -0.058
H: -16.31 0.36 -14.80  0.083
H: -17.66 1.52 -14.67  0.081
H: -15.91 2.04 -14.60  0.073
H: -16.48 2.78 -17.86  0.116
H: -17.08 3.45 -16.30  0.107
H: -19.10 1.66 -16.67  0.098
H: -18.71 1.81 -18.38  0.107
H: -18.83 3.80 -19.37  0.071
H: -18.39 5.09 -18.28  0.072
H: -20.10 4.92 -18.75  0.081
C: -11.33 0.47 -13.18  -0.047
O: -11.33 -0.51 -14.29  -0.198
C: -12.36 -1.40 -14.22  -0.263
C: -12.14 -2.29 -15.43  -0.188
O: -13.24 -3.12 -15.76  -0.177
C: -14.39 -2.40 -16.25  -0.089
H: -12.11 1.22 -13.35  0.051
H: -10.35 0.92 -13.10  0.085
H: -11.58 -0.03 -12.24  0.079
H: -13.30 -0.86 -14.35  0.101
H: -12.30 -1.91 -13.26  0.128
H: -11.22 -2.85 -15.25  0.130
H: -12.04 -1.66 -16.31  0.119
H: -14.77 -1.68 -15.52  0.068
H: -15.18 -3.07 -16.60  0.084
H: -14.23 -1.92 -17.22  0.061
C: -19.01 4.94 -22.02  -0.081
O: -17.76 4.77 -21.32  -0.233
C: -16.96 5.97 -21.15  -0.125
C: -17.67 7.40 -20.99  -0.176
O: -18.39 7.56 -19.78  -0.221
C: -19.05 8.82 -19.65  -0.078
H: -19.53 5.78 -21.55  0.072
H: -19.66 4.07 -22.04  0.079
H: -18.78 5.38 -22.99  0.091
H: -16.15 5.94 -21.88  0.122
H: -16.49 5.78 -20.19  0.089
H: -18.38 7.65 -21.77  0.109
H: -16.88 8.15 -21.00  0.119
H: -18.39 9.64 -19.92  0.095
H: -19.62 8.97 -18.73  0.079
H: -19.82 8.79 -20.41  0.082

Results
- Net charge: 0
- HOMO level: -8.9 eV
- Maximum force: 3.97 eV Å⁻¹